The following is a quantum chemistry calculation of the molecule C5H3NO in a non-equilibrium geometry, from the OMol25 dataset.

Last columns: bonded neighbours and bond lengths (Å).
CARTESIAN COORDINATES (ANGSTROEM)
1 N -0.607 -3.063 0.457  C2 1.158
2 C -0.281 -1.954 0.402  N1 1.158, C3 1.427
3 C 0.034 -0.582 0.164  C2 1.427, C4 1.352, C7 1.434
4 C 0.275 -0.285 -1.132  C3 1.352, O5 1.460, H8 1.112
5 O 0.226 1.170 -1.245  C4 1.460, C6 1.364
6 C -0.008 1.638 0.014  O5 1.364, C7 1.354, H9 1.096
7 C -0.089 0.632 0.916  C3 1.434, C6 1.354, H10 1.078
8 H 0.815 -0.997 -1.795  C4 1.112
9 H -0.145 2.702 0.238  C6 1.096
10 H -0.220 0.740 1.981  C7 1.078

As for the HOMO energy: -9.7 eV. The electronic energy comes out at -322.26265 Eh. For the LUMO energy, the calculation gives 0.55 eV. As for the HOMO-LUMO gap: 10.26 eV. The energy above the lowest of the compared OMol25 structures with the same formula, charge and spin is 76.51 kJ/mol. Its charge is 0.